# C26H45Cl4FO6

A 9-piece molecular cluster, C26H45Cl4FO6 overall in a non-equilibrium geometry (ωB97M-V with the def2-TZVPD basis set, OMol25).

* energy above the lowest of the compared OMol25 structures with the same formula, charge and spin: 24.1 kcal/mol
* Kohn-Sham gap: 0.3607 Ha
* lowest unoccupied orbital energy: 0.3 eV
* highest occupied orbital energy: -9.52 eV
* maximum force: 2.44 eV/Å
* energy: -3409.6885 Ha
* molar mass: 614.5 g mol⁻¹

The geometry in XYZ format:
```
82
Properties=species:S:1:pos:R:3:forces:R:3:lowdin_charge:R:1
F 8.565 -15.855 25.096 -0.02 -0.08 -0.08 0.026
C 7.234 -15.716 25.295 0.02 0.34 0.03 -0.288
C 6.380 -15.917 24.224 0.46 -0.28 0.64 -0.014
C 5.016 -15.862 24.472 -0.30 -0.24 0.16 -0.082
C 4.537 -15.436 25.707 0.60 -1.05 0.25 -0.071
C 5.441 -15.248 26.751 -0.41 0.38 0.26 -0.080
C 6.806 -15.402 26.576 0.05 -0.20 -0.62 -0.028
H 6.822 -16.228 23.288 -0.14 0.00 -0.05 0.097
H 4.332 -16.330 23.778 -0.12 0.57 -0.17 0.082
H 3.492 -15.532 25.968 -0.12 0.35 -0.29 0.108
H 5.017 -15.003 27.717 0.26 -0.04 0.11 0.106
H 7.553 -15.367 27.357 -0.17 0.25 0.17 0.120
C 12.106 -17.349 21.938 0.59 -0.41 -0.71 -0.982
Cl 11.813 -18.180 20.372 -0.19 0.45 0.31 0.517
Cl 10.692 -17.021 22.922 -0.08 0.00 -0.03 0.567
H 12.795 -18.017 22.441 -0.16 0.13 0.38 0.025
H 12.591 -16.408 21.709 -0.08 0.03 0.01 0.023
C 8.303 -19.503 22.533 1.06 -0.12 0.19 -0.988
Cl 7.628 -18.839 21.039 -0.28 -0.25 0.40 0.555
Cl 9.828 -20.364 22.141 -0.29 -0.09 0.20 0.520
H 8.591 -18.688 23.189 -0.08 0.14 -0.15 -0.027
H 7.711 -20.210 23.107 -0.50 0.06 -0.57 -0.007
C 2.791 -17.240 20.700 -1.93 1.41 -0.47 -0.014
C 3.673 -16.071 21.095 0.61 -1.27 0.20 -0.498
O 3.248 -14.963 21.294 -0.09 0.05 -0.11 0.089
C 5.127 -16.444 21.298 -0.35 0.98 0.09 -0.062
H 1.806 -16.772 20.560 0.04 -0.13 -0.12 0.084
H 2.580 -17.975 21.472 0.77 -0.26 0.04 0.066
H 3.039 -17.637 19.717 0.41 -0.41 0.25 0.086
H 5.621 -15.513 21.578 0.34 -0.22 -0.09 0.087
H 5.580 -16.896 20.420 -0.08 -0.02 -0.06 0.062
H 5.171 -17.149 22.128 0.10 -0.16 -0.16 0.041
C 12.817 -21.869 20.620 -0.56 -0.52 0.52 -0.045
C 12.617 -21.405 19.192 0.17 -0.41 0.80 -0.522
O 13.366 -20.587 18.721 -0.15 -0.01 -0.38 0.055
C 11.470 -22.047 18.462 0.21 0.19 -1.78 -0.023
H 12.578 -22.916 20.830 0.19 -0.18 -0.68 0.079
H 12.055 -21.411 21.265 0.39 0.56 -0.10 0.020
H 13.828 -21.688 20.967 -0.05 0.38 0.00 0.074
H 11.690 -23.101 18.271 -0.32 -0.21 0.87 0.089
H 11.426 -21.711 17.420 0.08 0.60 0.23 0.083
H 10.493 -21.836 18.891 0.08 -0.40 0.40 0.076
C 2.243 -20.877 24.133 0.06 0.05 -0.79 -0.001
C 3.261 -19.839 23.665 -0.22 -0.30 0.49 -0.522
O 3.338 -18.797 24.276 -0.85 0.51 -0.96 0.021
C 4.290 -20.245 22.651 0.51 0.52 0.45 -0.016
H 2.272 -21.834 23.611 0.29 0.09 -0.12 0.080
H 1.251 -20.464 23.950 -0.07 0.05 0.45 0.089
H 2.440 -21.062 25.187 -0.30 0.15 0.10 0.089
H 4.805 -21.096 23.111 -0.30 -0.48 -0.54 0.094
H 5.083 -19.497 22.594 -0.29 0.29 -0.18 0.057
H 3.861 -20.406 21.664 0.10 -0.49 0.03 0.094
C 7.610 -19.132 26.817 -0.18 -0.35 -0.24 0.001
C 6.702 -19.916 25.885 0.56 0.55 -0.08 -0.461
O 7.190 -20.758 25.155 -0.39 -0.10 0.00 0.038
C 5.265 -19.514 25.853 0.33 -0.38 0.48 -0.001
H 8.609 -19.190 26.393 0.13 -0.01 0.30 0.087
H 7.560 -19.626 27.790 0.22 0.06 0.05 0.093
H 7.313 -18.093 26.948 -0.16 -0.04 -0.06 0.060
H 4.830 -19.564 26.853 0.09 0.37 0.07 0.112
H 4.658 -20.129 25.222 0.48 -0.58 0.14 0.037
H 5.197 -18.507 25.440 0.03 0.13 0.36 0.083
C 11.788 -22.559 24.952 -0.36 0.01 -0.11 -0.022
C 13.279 -22.424 24.811 -0.10 -0.26 0.46 -0.500
O 13.940 -21.779 25.590 0.05 0.06 -0.18 0.068
C 13.911 -23.184 23.664 -0.28 -0.12 0.31 -0.022
H 11.331 -21.845 24.255 -0.08 -0.11 0.08 0.056
H 11.427 -22.357 25.957 0.21 0.24 0.02 0.084
H 11.451 -23.557 24.669 0.03 0.01 -0.12 0.079
H 13.174 -23.808 23.162 0.02 0.09 -0.18 0.067
H 14.659 -23.847 24.097 0.25 0.18 -0.18 0.092
H 14.345 -22.471 22.969 0.26 -0.13 -0.01 0.068
C 7.057 -22.884 21.120 0.97 -0.09 1.42 -0.033
C 6.089 -23.759 20.386 -0.35 -0.31 0.49 -0.501
O 5.859 -24.891 20.746 0.05 0.04 -0.13 0.072
C 5.371 -23.165 19.204 0.39 0.55 -0.29 -0.021
H 6.641 -21.932 21.457 0.07 0.35 -0.93 0.053
H 8.016 -22.824 20.598 -0.31 0.68 -0.46 0.082
H 7.399 -23.278 22.084 -0.45 -0.75 -0.17 0.089
H 5.848 -23.497 18.279 -0.18 -0.35 0.04 0.090
H 5.483 -22.079 19.165 -0.20 0.02 0.22 0.071
H 4.323 -23.450 19.230 0.02 -0.09 -0.16 0.085
```
Forces are in eV/Å.